Here is a molecular structure, C21H60O9 from OMol25. Energies are from ωB97M-V/def2-TZVPD.

Output
molecular weight = 456.7 g mol⁻¹
ΔE to the lowest compared entry with this formula, charge and spin = 324.76 kcal/mol
gap between HOMO and LUMO = 9.739 eV
HOMO energy = -9.384 eV
lowest unoccupied orbital energy = 0.013 hartree
total energy = -1512.72996 Ha

XYZ file:
```
90
Properties=species:S:1:pos:R:3:lowdin_charge:R:1
O -2.285 1.531 -0.042 -0.041
O 3.940 -2.127 1.858 -0.094
O 3.602 2.598 -3.848 -0.078
O -0.608 0.775 0.505 -0.050
O -1.933 -0.848 0.990 -0.181
O -0.144 -1.789 -4.794 -0.053
O -1.880 -2.646 -0.543 -0.177
O 2.242 -4.635 -0.784 -0.067
O 0.447 2.854 0.085 -0.049
C 0.866 3.304 1.390 -0.350
C -4.537 2.118 -0.496 -0.034
C -1.767 -2.382 2.846 -0.026
C -2.969 -1.868 -0.984 -0.118
C -2.110 -0.956 2.425 -0.372
C 2.401 3.223 1.556 -0.023
C 0.226 2.480 2.517 -0.050
C 2.710 1.992 -2.870 -0.400
C -0.522 -1.756 -3.417 -0.391
C -3.592 1.219 0.370 -0.451
C 0.522 0.108 0.748 -0.349
C -3.655 1.463 1.839 -0.060
C 1.248 2.197 -3.233 -0.040
C -0.976 -3.230 -2.984 -0.023
C 1.889 -3.300 -0.879 -0.195
C 0.735 -1.401 -2.628 -0.082
C -1.350 0.095 3.228 -0.049
C 0.450 -1.464 0.991 -0.048
C 3.160 2.786 -1.553 -0.066
C 3.025 -1.270 2.485 -0.168
C 1.611 0.350 -0.358 -0.015
H -3.140 -0.657 2.620 0.128
H -0.704 -2.520 2.649 0.054
H -3.605 2.530 2.055 0.094
H 1.432 -1.937 0.987 0.035
H -4.632 1.241 2.269 0.097
H -3.323 -1.280 -0.137 0.059
H 1.583 -2.011 -2.938 0.083
H 1.993 -1.591 2.341 0.043
H 0.650 -2.323 -4.708 0.074
H 2.792 3.573 2.512 0.095
H -0.412 1.712 0.443 0.052
H -0.851 2.404 2.370 0.070
H 2.240 -2.653 -0.076 0.058
H -1.760 -2.572 3.919 0.091
H -4.500 3.188 -0.291 0.071
H 2.846 3.733 0.702 0.065
H 2.274 -2.852 -1.794 0.073
H 0.552 1.710 -2.550 0.065
H 1.269 -0.012 -1.327 0.025
H 0.646 -1.545 -1.551 0.037
H -0.122 -1.843 0.144 0.076
H 0.463 1.421 2.628 0.033
H 0.804 -3.326 -0.983 0.057
H 0.989 3.255 -3.257 0.089
H -0.381 3.308 -0.091 0.128
H 2.573 2.493 -0.683 -0.013
H -1.250 -0.958 -3.269 0.126
H 4.475 2.596 -3.450 0.071
H -1.210 -0.229 0.863 -0.073
H -4.212 1.908 -1.515 0.072
H -0.642 -4.012 -3.666 0.081
H 0.551 4.347 1.414 0.147
H 3.310 -1.239 3.537 0.090
H 4.184 2.555 -1.259 0.086
H 1.032 1.790 -4.221 0.088
H -1.849 -2.525 0.409 0.036
H -1.657 0.060 4.274 0.118
H 1.746 1.413 -0.561 0.012
H -0.265 -0.001 3.202 0.082
H 1.493 -4.973 -0.288 0.083
H -0.556 -3.328 -1.983 0.033
H -2.547 -1.207 -1.741 0.082
H -3.881 0.199 0.117 0.105
H -2.291 -3.170 2.306 0.095
H 3.056 0.959 -2.828 0.128
H 3.174 3.871 -1.650 0.092
H -5.601 1.891 -0.566 0.068
H 0.321 2.875 3.528 0.110
H 2.662 2.168 1.471 0.072
H -1.739 0.811 0.281 -0.096
H -2.052 -3.308 -3.138 0.075
H 0.898 0.440 1.716 0.082
H -0.033 -1.626 1.954 0.035
H -3.736 -2.546 -1.357 0.092
H 1.066 -0.372 -2.769 0.052
H 2.604 -0.061 -0.177 0.110
H -1.631 1.076 2.845 0.034
H 3.955 -2.971 2.316 0.088
H -2.905 0.969 2.457 0.008
H 3.106 -0.265 2.072 0.077
```

Here is a molecular structure, C21H61B3KNO7Pb from OMol25. Energies are from ωB97M-V/def2-TZVPD.

Output
molecular weight = 718.5 g mol⁻¹
gap between HOMO and LUMO = 4.636 eV
HOMO energy = -8.377 eV
lowest unoccupied orbital energy = -0.137 hartree
total energy = -2284.65575 Ha

XYZ file:
```
95
Properties=species:S:1:pos:R:3:lowdin_charge:R:1
Pb -3.142 -2.531 1.607 1.560
K -3.763 2.973 -1.787 0.887
O -0.413 1.524 -5.548 -0.178
O -3.564 -2.409 5.715 -0.209
O -0.046 2.239 -8.295 -0.212
O -1.786 -4.397 4.974 -0.241
O -6.023 6.590 -0.750 -0.203
O 7.425 -1.167 3.728 -0.017
O -5.576 6.982 -3.384 -0.197
N 6.707 -1.929 2.776 -0.103
C 6.543 -4.127 1.535 -0.114
C 8.852 -3.192 2.179 -0.045
C 7.446 -0.593 0.891 -0.060
C 7.380 -3.263 2.563 -0.481
C -4.575 -1.581 6.224 -0.119
C -3.406 -3.495 6.643 -0.185
C -7.180 6.825 -1.517 -0.212
C -0.140 3.149 -9.383 -0.094
C -0.403 -4.839 4.715 -0.066
C 5.591 -2.041 0.580 -0.139
C -2.045 -4.187 6.368 -0.186
C -5.105 7.524 -4.585 -0.138
C 6.220 -3.371 0.178 -0.150
C 0.860 2.228 -5.685 -0.090
C 5.343 -0.134 2.154 -0.028
C -6.876 7.485 -2.896 -0.127
C -6.261 5.997 0.559 -0.067
C 6.310 -1.156 1.603 -0.578
C -1.261 1.875 -7.718 -0.247
C -1.015 0.867 -6.674 -0.181
C 7.338 -4.072 3.868 -0.063
B -6.837 -0.787 -0.033 -0.416
B -2.105 -4.635 -1.739 -0.426
B -1.487 1.328 1.697 -0.442
H -0.311 -5.317 3.740 0.085
H -0.459 -0.006 -7.016 0.133
H -5.496 6.232 1.298 0.085
H -1.119 0.575 2.376 -0.111
H -1.195 0.974 0.720 -0.113
H -1.731 2.792 -7.361 0.131
H -3.375 -3.103 7.659 0.120
H 5.613 -4.347 2.059 0.106
H -1.933 0.416 -6.295 0.127
H -7.709 5.875 -1.592 0.122
H 4.857 0.453 1.375 0.093
H 8.030 -1.307 0.310 0.088
H -2.555 1.481 1.734 -0.109
H -6.349 -0.400 0.849 -0.117
H -0.231 2.730 -10.386 0.083
H 7.483 -5.152 3.839 0.090
H 5.522 -3.942 -0.434 0.105
H -4.135 8.010 -4.479 0.079
H -6.154 -1.350 -0.651 -0.108
H 6.827 -1.219 4.478 0.105
H 1.230 2.733 -4.793 0.076
H 9.035 -3.366 1.118 0.069
H -5.365 -2.224 6.613 0.088
H -4.823 -0.815 5.489 0.097
H -4.826 6.727 -5.273 0.078
H 7.144 0.213 0.223 0.091
H 0.190 -3.930 4.610 0.083
H 7.913 -3.462 4.565 0.078
H 9.430 -4.028 2.570 0.080
H -7.125 0.079 -0.609 -0.095
H -2.061 -5.233 6.671 0.124
H 0.759 3.752 -9.257 0.093
H -1.045 3.756 -9.415 0.081
H -6.185 4.909 0.545 0.078
H 4.534 -2.061 0.845 0.121
H 5.810 0.551 2.861 0.083
H -4.250 -4.183 6.595 0.124
H -2.004 -3.564 -1.831 -0.108
H -1.878 1.476 -8.523 0.129
H -1.854 -5.134 -2.662 -0.069
H 0.922 3.063 -6.383 0.073
H 5.636 -1.460 -0.341 0.117
H 1.724 1.596 -5.888 0.086
H -4.217 -1.050 7.105 0.087
H 0.040 -5.415 5.527 0.086
H -5.733 8.248 -5.104 0.088
H -3.162 -4.738 -1.549 -0.108
H -0.975 2.266 1.844 -0.085
H -7.657 7.243 -3.617 0.122
H 7.141 -3.393 -0.403 0.098
H -7.693 -1.372 0.265 -0.088
H -1.252 -3.623 6.860 0.125
H 4.638 -0.755 2.708 0.090
H -1.517 -5.101 -0.963 -0.103
H 8.064 0.108 1.452 0.093
H -7.219 6.350 0.941 0.087
H -6.820 8.558 -2.713 0.119
H 6.347 -3.989 4.315 0.075
H 9.327 -2.240 2.415 0.083
H 6.988 -5.109 1.375 0.111
H -7.795 7.539 -0.969 0.118
```

Here is a molecular structure, C21H61CaNO25P6 from OMol25. Energies are from ωB97M-V/def2-TZVPD.

Output
molecular weight = 953.6 g mol⁻¹
charge = +2
gap between HOMO and LUMO = 1.990 eV
HOMO energy = -14.053 eV
lowest unoccupied orbital energy = -0.443 hartree
total energy = -5498.57630 Ha

XYZ file:
```
115
Properties=species:S:1:pos:R:3:lowdin_charge:R:1
Ca -0.305 -0.061 -0.379 1.405
P -0.253 3.336 0.736 0.433
P -0.848 -3.522 1.176 0.407
P -3.499 -0.003 -0.935 0.405
P 1.339 -2.607 -2.683 0.410
P 0.441 -0.181 3.253 0.417
P 0.376 2.136 -3.251 0.434
O 1.774 2.876 -3.399 -0.189
O 0.643 -1.826 -1.658 -0.296
O 0.463 -3.234 -3.864 -0.189
O 1.125 1.159 3.761 -0.214
O 0.227 1.057 -2.253 -0.329
O 1.934 0.288 -0.175 -0.126
O 2.395 -1.791 -3.544 -0.187
O -1.617 -4.763 0.478 -0.203
O -0.266 4.509 -0.350 -0.228
O -2.225 -0.538 -1.454 -0.325
O 2.118 -3.856 -2.051 -0.214
O -4.176 1.136 -1.817 -0.201
O -4.690 -1.050 -0.821 -0.205
O 1.583 -1.285 3.368 -0.202
O -3.404 0.593 0.527 -0.210
O -1.014 -2.250 0.493 -0.279
O 1.299 3.279 1.127 -0.204
O 0.193 1.648 -4.748 -0.176
O -1.386 -3.635 2.677 -0.215
O -0.964 3.990 1.994 -0.236
O 0.668 -3.967 1.239 -0.207
O -0.673 3.309 -2.951 -0.225
O -0.079 -0.122 1.885 -0.316
O -0.847 2.076 0.268 -0.315
O -0.725 -0.582 4.265 -0.203
N 3.918 -0.492 0.639 -0.151
C -0.628 4.510 -3.704 -0.082
C 5.165 -0.146 1.275 -0.034
C 3.513 -1.127 -2.969 -0.061
C 1.098 -5.061 2.055 -0.067
C -1.104 1.290 -5.218 -0.085
C -2.737 -3.396 3.047 -0.070
C -1.173 -5.016 -0.875 -0.066
C -0.037 5.871 -0.016 -0.075
C -3.669 2.478 -1.949 -0.056
C -1.640 0.423 4.762 -0.060
C 3.090 0.450 0.197 -0.307
C -2.410 4.161 2.013 -0.021
C 1.839 -1.924 4.623 -0.079
C -5.206 -1.656 -2.018 -0.059
C 1.867 3.914 2.271 -0.083
C 3.477 -1.877 0.655 -0.019
C -4.360 0.272 1.533 -0.072
C 2.557 3.206 -2.256 -0.068
C 2.727 -4.783 -2.964 -0.075
C 1.497 1.446 5.110 -0.064
C -0.673 -2.438 -4.213 -0.086
H 2.514 -4.543 -4.002 0.090
H -0.966 0.411 -5.844 0.093
H -5.340 0.725 1.378 0.104
H 2.378 -5.808 -2.801 0.095
H -4.510 -0.790 1.718 0.085
H 3.105 -2.240 1.611 0.080
H 0.662 6.267 -0.756 0.099
H -0.121 -5.298 -0.898 0.082
H -4.329 3.122 -1.364 0.097
H 5.203 0.927 1.466 0.090
H 3.495 1.470 0.208 0.142
H -0.975 -2.601 -5.248 0.100
H -1.559 -2.745 -3.648 0.086
H -1.783 -5.834 -1.244 0.099
H 1.814 2.485 5.159 0.095
H -1.389 4.493 -4.495 0.095
H 1.106 4.314 2.939 0.089
H 3.148 4.112 -2.368 0.103
H 2.552 4.720 2.006 0.100
H -2.662 0.204 4.466 0.081
H 0.641 1.243 5.755 0.085
H -6.293 -1.656 -1.958 0.099
H -3.633 2.898 -2.949 0.093
H -3.951 0.704 2.451 0.080
H 1.938 -4.689 2.645 0.086
H -3.441 -3.974 2.449 0.098
H -2.793 -3.648 4.105 0.099
H -0.557 -1.369 -4.035 0.069
H -1.497 0.349 5.839 0.098
H -1.893 1.086 -4.490 0.090
H 3.786 -4.881 -2.719 0.097
H 5.257 -0.640 2.243 0.098
H 1.978 -1.262 5.480 0.078
H 1.095 -2.664 4.909 0.098
H -2.730 4.168 3.047 0.097
H 3.910 -1.692 -2.120 0.080
H 2.830 -2.373 4.522 0.099
H -4.964 -1.082 -2.912 0.088
H 3.249 -0.104 -2.709 0.080
H 4.351 -2.491 0.416 0.105
H -2.993 -2.335 2.969 0.072
H -1.321 -4.124 -1.484 0.075
H 2.727 -2.070 -0.106 0.063
H -2.652 5.075 1.474 0.094
H 6.039 -0.391 0.669 0.099
H 2.010 3.178 -1.317 0.065
H 0.305 4.669 -4.246 0.097
H 1.547 -5.845 1.441 0.096
H -1.440 1.453 4.460 0.091
H 3.324 2.426 -2.161 0.083
H 4.344 -1.169 -3.674 0.102
H -0.955 6.447 -0.140 0.098
H -2.694 2.487 -1.463 0.058
H -0.874 5.380 -3.098 0.090
H -2.825 3.306 1.475 0.075
H -4.856 -2.682 -2.089 0.094
H -1.534 2.070 -5.851 0.096
H 2.444 3.188 2.836 0.075
H 0.393 6.038 0.971 0.090
H 0.324 -5.511 2.669 0.094
H 2.337 0.872 5.505 0.091
```

Here is a molecular structure, C21H61KO13 from OMol25. Energies are from ωB97M-V/def2-TZVPD.

Output
molecular weight = 560.8 g mol⁻¹
gap between HOMO and LUMO = 8.481 eV
HOMO energy = -9.040 eV
lowest unoccupied orbital energy = -0.021 hartree
total energy = -2414.79625 Ha

XYZ file:
```
96
Properties=species:S:1:pos:R:3:lowdin_charge:R:1
K -3.350 -5.627 -21.799 0.843
O -7.461 -5.684 -24.458 -0.056
O -2.670 -7.428 -24.050 -0.186
O -5.696 -6.295 -23.127 -0.100
O -6.012 -6.565 -28.252 -0.104
O -5.667 -5.081 -20.174 -0.165
O -1.910 -6.836 -26.737 -0.107
O -4.838 -11.219 -22.164 -0.095
O -7.792 -2.163 -27.565 -0.087
O -9.471 -7.676 -25.005 -0.111
O -5.574 -6.579 -25.390 0.018
O -8.169 -5.249 -21.595 -0.111
O -3.935 -2.479 -22.268 -0.111
O -8.881 -3.340 -25.142 -0.135
C -6.494 -9.514 -21.758 -0.096
C -4.555 -2.396 -23.590 -0.289
C -6.088 -2.788 -28.985 -0.085
C -6.032 -2.496 -23.430 -0.061
C -11.033 -3.188 -26.305 -0.089
C -5.013 -7.885 -29.977 -0.087
C -8.508 -9.190 -26.695 -0.087
C -9.329 -6.102 -21.503 -0.297
C -9.426 -8.015 -26.392 -0.319
C -2.361 -5.559 -27.249 -0.251
C -3.040 -8.864 -24.094 -0.260
C -10.246 -3.926 -25.250 -0.251
C -6.305 -6.181 -24.247 -0.637
C -5.995 -10.515 -22.737 -0.300
C -9.691 -6.287 -20.061 -0.088
C -2.900 -4.689 -26.097 -0.066
C -5.890 -6.913 -18.567 -0.078
C -1.856 -9.753 -24.477 -0.074
C -5.997 -5.409 -18.852 -0.324
C -5.023 -7.586 -28.498 -0.322
C -6.603 -2.851 -27.581 -0.378
H -4.202 -8.582 -30.240 0.076
H -10.156 -4.994 -25.484 0.100
H -4.857 -7.277 -18.542 0.068
H -5.891 -2.380 -26.879 0.101
H -11.989 -3.688 -26.508 0.078
H -5.715 -9.974 -23.656 0.095
H -11.297 -2.181 -25.967 0.077
H -1.028 -9.631 -23.775 0.077
H -4.163 -3.181 -24.259 0.084
H -4.560 -11.912 -22.769 0.071
H -8.577 -9.499 -27.744 0.075
H -10.438 -8.289 -26.693 0.106
H -1.510 -5.073 -27.740 0.116
H -10.179 -5.608 -22.009 0.114
H -6.328 -3.476 -23.067 0.065
H -1.633 -7.405 -27.468 0.102
H -5.261 -8.497 -27.944 0.107
H -6.813 -11.208 -22.989 0.116
H -5.306 -4.847 -18.220 0.111
H -8.799 -6.968 -24.838 0.040
H -8.798 -10.032 -26.067 0.068
H -4.855 -6.969 -30.539 0.075
H -7.805 -5.342 -22.515 0.053
H -6.743 -3.887 -27.250 0.107
H -3.161 -5.702 -27.981 0.090
H -10.529 -6.985 -19.965 0.080
H -7.014 -5.082 -18.597 0.110
H -6.438 -3.647 -29.567 0.074
H -8.856 -6.771 -19.533 0.063
H -5.778 -8.704 -21.640 0.060
H -9.909 -5.335 -19.593 0.077
H -2.375 -7.172 -24.967 0.047
H -9.178 -7.070 -21.992 0.107
H -10.731 -3.829 -24.266 0.109
H -4.303 -1.445 -24.090 0.121
H -6.531 -2.291 -24.376 0.072
H -4.025 -7.200 -28.210 0.069
H -3.912 -5.010 -25.836 0.057
H -8.308 -2.433 -26.764 0.057
H -4.998 -2.802 -29.023 0.063
H -8.275 -4.069 -24.860 0.042
H -6.373 -5.449 -20.777 0.064
H -1.490 -9.521 -25.484 0.068
H -3.370 -9.137 -23.089 0.102
H -6.346 -1.734 -22.717 0.094
H -2.114 -10.819 -24.456 0.076
H -6.377 -7.176 -17.624 0.075
H -7.483 -8.928 -26.426 0.053
H -10.470 -3.115 -27.233 0.070
H -6.739 -9.955 -20.793 0.082
H -2.271 -4.715 -25.199 0.079
H -3.867 -9.010 -24.802 0.106
H -5.938 -8.383 -30.270 0.075
H -3.094 -2.009 -22.285 0.077
H -2.949 -3.637 -26.393 0.083
H -9.095 -7.141 -26.959 0.108
H -7.422 -9.094 -22.166 0.083
H -4.686 -6.797 -25.019 0.077
H -6.411 -7.471 -19.357 0.058
H -6.440 -1.886 -29.481 0.075
H -6.125 -6.464 -27.272 0.055
```